Entry from the OMol25 dataset: C33H43Cl2N2OP3SZr as an isolated structure in a non-equilibrium geometry (ωB97M-V/def2-TZVPD).

Calculated values
Total charge ... +2
Calculated total energy ... -104957.9315 eV
Lowest unoccupied orbital energy (alpha / beta) ... -6.589 / -6.588 eV
HOMO energy (alpha / beta) ... -10.484 / -10.484 eV
HOMO-LUMO gap (alpha / beta) ... 3.895 / 3.896 eV

```
86
Properties=species:S:1:pos:R:3:lowdin_charge:R:1
P 1.316 1.788 -5.093 1.031
C 3.001 1.819 -4.784 -0.400
C 3.643 1.239 -5.900 -0.117
H 3.052 0.621 -6.585 0.108
C 4.974 1.535 -6.110 -0.064
H 5.464 1.151 -7.003 0.115
C 5.649 2.342 -5.178 -0.066
H 6.687 2.588 -5.362 0.106
C 5.025 2.831 -4.018 -0.079
H 5.577 3.446 -3.305 0.110
C 3.685 2.553 -3.783 -0.084
H 3.147 2.870 -2.887 0.090
C 0.656 0.229 -5.565 -0.383
C 1.219 -1.048 -5.309 -0.109
H 2.120 -1.133 -4.688 0.098
C 0.612 -2.169 -5.860 -0.095
H 1.056 -3.161 -5.692 0.116
C -0.525 -2.044 -6.653 -0.102
H -0.984 -2.927 -7.104 0.109
C -1.089 -0.790 -6.889 -0.086
H -1.955 -0.671 -7.541 0.117
C -0.531 0.339 -6.319 -0.133
H -0.942 1.343 -6.495 0.116
C 0.277 3.132 -4.842 -0.379
C 0.526 3.830 -6.044 -0.125
H 1.323 3.459 -6.707 0.111
C -0.263 4.920 -6.346 -0.050
H -0.097 5.429 -7.292 0.117
C -1.247 5.324 -5.432 -0.052
H -1.868 6.178 -5.685 0.113
C -1.440 4.667 -4.213 -0.069
H -2.191 5.022 -3.504 0.110
C -0.675 3.543 -3.888 -0.072
H -0.763 3.005 -2.942 0.061
Zr 0.004 0.473 0.096 0.901
C -2.051 -0.778 -0.635 -0.092
C -2.425 -1.087 -1.894 -0.373
H -2.697 -1.104 0.216 0.037
C -1.593 -0.612 -3.078 -0.361
O -2.309 0.494 -3.646 -0.026
H -1.904 0.798 -4.478 0.076
C -0.403 -0.154 -2.369 -0.025
H -1.432 -1.380 -3.859 0.138
C 0.677 0.064 -1.714 -0.513
Cl -0.372 -0.966 2.178 -0.033
Cl 2.416 1.228 0.159 0.022
P 1.484 -2.022 -0.563 0.760
C 2.389 -2.496 0.935 -0.281
H 1.676 -2.849 1.689 0.021
H 2.904 -1.607 1.313 0.033
H 3.115 -3.277 0.693 0.055
C 0.383 -3.429 -0.909 -0.238
H -0.074 -3.310 -1.899 0.037
H -0.419 -3.437 -0.161 0.040
H 0.950 -4.368 -0.867 0.067
C 2.748 -2.180 -1.865 -0.226
H 3.302 -1.234 -1.948 0.052
H 2.283 -2.407 -2.836 0.037
H 3.441 -2.985 -1.586 0.064
P -4.021 -1.864 -2.318 0.890
C -4.533 -2.906 -0.967 -0.160
C -3.673 -2.807 -3.804 -0.160
H -4.467 -2.355 -0.024 0.062
H -3.884 -3.791 -0.906 0.081
H -5.571 -3.225 -1.143 0.081
H -3.358 -2.127 -4.611 0.067
H -4.585 -3.348 -4.095 0.081
H -2.856 -3.511 -3.591 0.078
C -5.193 -0.563 -2.705 -0.151
H -5.485 -0.045 -1.780 0.080
H -6.081 -0.998 -3.189 0.079
H -4.691 0.153 -3.364 0.059
H 1.515 0.458 -2.352 0.101
C -1.128 2.391 3.270 -0.033
N -0.162 3.194 2.554 -0.111
C 0.838 3.941 3.155 0.009
C 1.569 4.540 2.156 -0.010
N 0.999 4.140 0.966 0.076
C -0.036 3.274 1.195 -0.766
S -1.205 2.719 0.044 0.634
H -2.015 2.233 2.648 0.076
H -0.701 1.410 3.527 0.052
H -1.409 2.915 4.193 0.114
H 0.944 3.973 4.219 0.138
H 2.409 5.193 2.217 0.131
H 1.340 4.375 0.035 0.169
```


Entry from the OMol25 dataset: C10H35FeO8 as an isolated structure in a non-equilibrium geometry (ωB97M-V/def2-TZVPD).

Calculated values
Total charge ... +1
Energy above the lowest of the compared OMol25 structures with the same formula, charge and spin ... 66.97 kcal per mole
2S+1 ... 5
Calculated total energy ... -61692.1488 eV
Lowest unoccupied orbital energy (alpha / beta) ... -7.294 / -7.345 eV
HOMO energy (alpha / beta) ... -11.478 / -11.478 eV
HOMO-LUMO gap (alpha / beta) ... 4.184 / 4.134 eV

```
54
Properties=species:S:1:pos:R:3:lowdin_charge:R:1
Fe 2.391 0.069 2.786 1.239
C -0.792 0.804 -0.339 -0.052
C 0.590 0.091 -0.112 -0.335
O 0.970 0.031 1.239 -0.340
H -1.614 0.232 0.091 0.076
H -1.022 0.808 -1.405 0.094
H -0.688 1.786 0.123 0.065
H 1.326 0.551 -0.772 0.104
H 0.469 -0.929 -0.476 0.097
C -4.113 3.641 0.984 -0.083
C -4.387 2.094 0.809 -0.273
O -4.328 1.605 2.137 -0.100
H -4.773 4.003 1.773 0.072
H -4.361 4.242 0.109 0.059
H -3.106 3.968 1.241 0.052
H -3.622 1.573 0.234 0.083
H -5.406 2.001 0.432 0.112
H -3.403 1.700 2.376 0.032
C 2.894 -2.398 -2.213 -0.075
C 1.776 -2.547 -3.317 -0.334
O 2.111 -3.692 -4.002 -0.054
H 2.855 -1.372 -1.846 0.049
H 3.845 -2.761 -2.604 0.081
H 2.661 -3.082 -1.397 0.051
H 1.857 -1.728 -4.031 0.114
H 0.837 -2.500 -2.765 0.097
H 1.544 -3.709 -4.777 0.098
C -0.828 -3.983 0.458 -0.092
C -0.366 -5.106 -0.495 -0.271
O 0.223 -6.114 0.354 -0.087
H -1.245 -3.034 0.119 0.059
H -0.062 -3.726 1.190 0.048
H -1.667 -4.364 1.041 0.083
H 0.445 -4.889 -1.189 0.090
H -1.182 -5.396 -1.157 0.116
H 0.803 -5.706 1.002 0.064
C 1.882 4.327 -1.582 -0.082
C 1.354 4.913 -0.270 -0.322
O 2.169 4.737 0.882 -0.082
H 1.149 4.484 -2.374 0.082
H 2.104 3.260 -1.568 0.051
H 2.867 4.756 -1.764 0.076
H 0.318 4.595 -0.151 0.100
H 1.287 5.984 -0.460 0.108
H 1.704 4.789 1.721 0.076
O 3.526 -1.462 1.526 -0.020
H 3.098 -2.229 1.906 0.073
H 3.464 -1.595 0.580 0.064
O -1.305 -1.206 2.763 -0.031
H -0.747 -0.834 2.079 -0.030
H -0.711 -1.361 3.498 0.023
O -1.281 1.713 2.466 -0.038
H -0.910 1.464 3.313 0.040
H -0.595 1.504 1.832 -0.030
```


Entry from the OMol25 dataset: a 2-piece molecular cluster, C3H8S overall in a non-equilibrium geometry (ωB97M-V/def2-TZVPD).

Calculated values
Total charge ... 0
Energy above the lowest of the compared OMol25 structures with the same formula, charge and spin ... 50.04 kcal per mole
Calculated total energy ... -14073.7514 eV
Lowest unoccupied orbital energy ... -0.661 eV
HOMO energy ... -9.036 eV
HOMO-LUMO gap ... 8.375 eV

```
12
Properties=species:S:1:pos:R:3:lowdin_charge:R:1
C -0.457 -1.257 -0.924 -0.126
C -0.630 0.126 -0.321 -0.365
C 0.581 0.598 0.507 -0.750
S 0.327 2.250 1.089 0.593
H -1.332 -1.583 -1.504 0.069
H 0.360 -1.303 -1.646 0.069
H -0.287 -2.032 -0.128 0.088
H -1.525 0.191 0.317 0.100
H -0.792 0.895 -1.084 0.094
H 0.709 -0.092 1.345 0.049
H 1.498 0.556 -0.096 0.067
H 1.548 1.651 2.444 0.112
```


Entry from the OMol25 dataset: a 2-piece molecular cluster, C6H10O overall in a non-equilibrium geometry (ωB97M-V/def2-TZVPD).

Calculated values
Total charge ... 0
Energy above the lowest of the compared OMol25 structures with the same formula, charge and spin ... 66.16 kcal per mole
Calculated total energy ... -8428.3713 eV
Lowest unoccupied orbital energy ... -0.002 eV
HOMO energy ... -8.650 eV
HOMO-LUMO gap ... 8.648 eV

```
17
Properties=species:S:1:pos:R:3:lowdin_charge:R:1
C 2.273 -0.972 -1.270 0.049
C 1.030 -0.320 -1.487 -0.118
C -0.182 -0.446 -0.620 -0.313
C -0.344 -1.283 0.402 0.047
C -1.109 0.764 -0.928 -0.135
C -2.194 1.104 -0.164 0.003
H 3.178 -0.853 -1.852 0.043
H 2.255 -1.780 -0.549 0.034
H 1.005 0.372 -2.246 0.043
H -1.034 -1.069 1.210 0.051
H 0.445 -2.043 0.570 0.076
H -0.811 1.413 -1.852 0.121
H -2.400 2.101 -0.534 0.049
H -2.404 0.502 0.729 0.059
O -0.028 0.576 3.115 -0.047
H -0.500 0.887 2.360 -0.010
H 0.818 1.047 3.114 0.049
```